100
Properties=species:S:1:pos:R:3:forces:R:3 method="wB97M-V/def2-TZVPD" spin_multiplicity=6 e_tot_ha=-3323.72800 homo_lumo_gap_ha="0.2095 / 0.2706" charge=+2
Sm -0.301112 0.572607 0.260026 0.3 -0.2 -0.2
I 0.302416 -2.616686 -5.865635 0.2 -0.2 0.4
F -2.555616 -4.358167 4.227671 0.1 0.1 -0.1
F -4.103030 -0.023216 3.222019 0.0 -0.1 0.1
F -0.292803 -3.905562 2.955404 -0.2 0.2 0.0
F -1.839819 0.560301 1.992194 -0.2 -0.5 0.3
N -2.735017 0.648288 -1.172232 0.1 -0.1 0.1
N 0.944566 1.557432 2.780362 -0.1 0.1 0.2
N 2.145178 2.199944 -0.246844 -0.3 -0.2 -0.4
N -0.190853 0.860349 -2.514814 -0.1 -0.1 0.2
N -1.244039 3.120550 0.431747 0.1 -0.1 0.1
N 0.208864 -1.218909 1.809371 0.3 0.8 -0.8
N 3.543155 -1.836130 0.607451 0.1 0.0 0.0
N 1.162616 -2.984070 -1.666993 0.0 0.1 0.3
N -1.888093 -1.780361 -0.249310 -0.1 0.3 0.0
C 3.673208 2.362237 1.710163 -0.1 0.2 0.0
C -2.506607 0.068269 -2.509647 0.2 -0.2 -0.1
C -1.606674 5.871578 0.824233 0.1 -0.3 0.0
C -2.444161 3.692037 0.250619 -0.3 0.1 0.0
C -1.171033 -2.885317 3.066030 0.2 0.3 -0.1
C 0.846594 1.592891 -4.565045 -0.1 0.0 0.0
C 2.005518 -4.321564 -3.948946 0.0 0.1 0.0
C 0.863058 1.311224 -3.211223 0.2 0.1 -0.1
C 2.663168 -1.227847 1.588349 -0.5 -0.2 -0.3
C -2.270837 -4.135263 0.034979 -0.1 0.2 0.0
C -0.249363 3.922448 0.835191 0.1 0.0 0.0
C -3.643373 -3.939437 0.055674 0.3 0.2 0.0
C 3.498664 -1.183256 -0.679048 0.0 0.1 0.1
C -3.215943 -1.604498 -0.263566 -0.1 -0.1 -0.1
C -0.374109 5.280151 1.053017 -0.1 -0.1 -0.1
C -4.117847 -2.647903 -0.094461 0.2 0.1 0.0
C -1.315613 0.643627 -3.217112 -0.2 0.0 -0.2
C 4.899840 -2.024216 1.089248 0.0 0.0 0.0
C 3.064894 3.095442 0.511421 0.3 -0.1 0.2
C -0.320746 1.366545 -5.279344 0.1 -0.1 0.3
C -2.365179 -3.145480 3.711819 -0.2 0.2 0.0
C 1.399880 -2.068146 1.862694 0.1 0.1 -0.1
C 0.682072 -2.661584 -2.854104 -0.1 0.1 -0.3
C -3.166538 -0.987340 3.230990 0.0 0.2 -0.1
C 1.645393 2.744023 3.332967 0.3 0.2 0.1
C -3.315590 1.989023 -1.397415 -0.1 0.3 0.1
C -3.732415 -0.210958 -0.510549 -0.1 -0.1 0.2
C -3.591058 2.809651 -0.134009 0.2 -0.1 -0.1
C -1.969552 -0.718340 2.607292 0.1 -0.5 0.2
C -1.410302 0.870537 -4.587487 0.2 0.1 0.1
C -0.884910 -1.618966 2.470038 -1.1 -0.1 0.8
C 3.157792 2.777023 3.089412 -0.2 -0.2 -0.2
C 2.056158 -3.962388 -1.588416 0.2 -0.2 -0.1
C -3.390869 -2.211124 3.818929 0.3 0.0 -0.1
C 1.082475 -3.289812 -4.022252 -0.2 0.2 -0.4
C -1.443509 -3.033507 -0.105095 0.2 -0.3 0.0
C 2.502293 -4.662098 -2.699798 -0.1 0.1 0.0
C -2.648263 5.059061 0.418493 0.1 -0.1 0.0
H 4.882550 -2.688615 1.950424 0.1 0.0 0.1
H 2.527946 3.985695 0.842249 -0.1 0.0 -0.1
H -4.468440 3.437314 -0.300236 0.0 -0.1 0.0
H 2.442581 -4.167367 -0.599573 0.1 -0.1 0.1
H 1.782174 1.447632 -2.661897 0.1 0.0 0.0
H -4.320897 -4.770906 0.163053 -0.1 -0.1 0.1
H 1.729315 1.982503 -5.048078 0.1 0.0 0.0
H -1.848027 -5.121646 0.127128 0.1 -0.1 0.0
H 2.450412 -1.047870 -0.970187 0.2 0.0 -0.1
H 3.229757 -5.451648 -2.597325 0.1 -0.1 0.0
H -0.042956 -1.856428 -2.870477 -0.1 0.0 -0.1
H 3.963394 -1.819391 -1.431544 0.0 0.1 -0.1
H -0.370953 -3.155678 -0.145398 -0.1 0.0 0.1
H 0.464097 5.863571 1.395664 0.2 0.0 0.0
H 4.752932 2.524499 1.712868 0.0 -0.1 0.0
H -4.305319 -2.451169 4.326644 -0.2 0.0 0.1
H 3.861583 3.448659 -0.155578 -0.2 -0.1 0.1
H -0.378855 1.566343 -6.337434 0.0 0.0 -0.1
H 1.428591 0.730987 3.138984 -0.3 0.0 -0.2
H -5.176109 -2.449042 -0.090100 -0.2 0.1 -0.1
H -4.035282 0.222151 0.446876 0.1 0.1 -0.1
H -2.331686 0.654374 -5.105271 -0.1 0.0 0.0
H -2.624781 2.547212 -2.040653 -0.2 -0.1 0.0
H 1.778339 2.748315 -1.026818 0.1 -0.2 0.0
H -2.345791 -1.010599 -2.408108 0.0 0.2 0.0
H 5.377320 -1.076028 1.376161 0.1 0.0 0.0
H 3.507247 1.294788 1.582879 0.1 0.0 -0.1
H 1.169609 3.636148 2.923294 0.1 0.0 0.1
H 0.034165 1.553345 3.247993 0.2 -0.2 -0.1
H 0.684526 3.416150 0.996442 0.1 0.1 0.0
H 2.755356 1.487517 -0.654068 -0.2 0.1 -0.1
H 3.650372 2.119219 3.805932 0.0 0.0 0.2
H -3.397688 0.204639 -3.140282 0.1 0.0 0.1
H -4.641181 -0.282222 -1.128273 0.1 0.1 0.1
H 1.353764 -2.863247 1.109870 0.1 0.0 0.1
H -3.623209 5.483213 0.241390 -0.1 0.0 0.0
H 3.206989 -1.085126 2.526321 0.0 0.3 -0.1
H 1.515941 2.794837 4.420071 -0.1 0.0 -0.1
H 1.485482 -2.541300 2.844373 0.0 0.0 -0.1
H 5.499913 -2.503812 0.319180 0.1 0.0 -0.1
H -1.754011 6.930335 0.964094 0.0 0.1 0.0
H -4.264378 1.878144 -1.939624 0.1 -0.1 -0.1
H -3.820832 2.164780 0.716843 -0.1 0.0 0.0
H 2.309913 -0.238739 1.222399 0.3 -0.2 0.2
H 2.342758 -4.836695 -4.835699 0.0 0.0 -0.1
H 3.494582 3.790933 3.309244 0.0 0.0 0.1
H 4.025860 -0.208872 -0.688210 0.0 0.0 0.0